17
Properties=species:S:1:pos:R:3 method="wB97M-V/def2-TZVPD" energy_ev=-9440.2875 smiles="C=CO[C@H](C)OC" max_force_ha_per_bohr=0.03093 relative_energy_kcal_mol=63.5 orbital_gap_ha=0.362 homo_ev=-8.75
C -1.89769 1.49850 -0.76016
C -0.66248 1.02521 -0.90540
C 0.17696 0.72430 1.58205
O 0.54044 -0.59631 1.18533
C 0.76707 -0.71919 -0.18267
C 1.01310 -2.17733 -0.52123
O -0.38846 -0.30754 -0.90558
H -2.07391 2.56641 -0.79393
H -0.67130 1.14129 0.99444
H -2.72640 0.82411 -0.56606
H 0.21623 1.67781 -0.95097
H -0.18117 0.66325 2.60375
H 1.05593 1.39047 1.53019
H 1.62428 -0.08694 -0.49251
H 0.12956 -2.76741 -0.26294
H 1.20873 -2.29035 -1.59162
H 1.86910 -2.56628 0.03730